Model w:
Entry from the OMol25 dataset: CHF3N2O in the gas phase (ωB97M-V/def2-TZVPD).

CARTESIAN COORDINATES (ANGSTROEM)
C: -1.0445 -0.6632 -0.0547
N: -0.1273 0.4212 0.1425
N: 1.2910 0.7076 0.1496
O: -0.8223 -1.8023 -0.3640
F: -2.2554 -0.1814 0.0834
F: 1.8048 -0.1279 1.1194
F: 1.8021 0.3568 -1.1267
H: -0.6485 1.2892 0.0505

Summary:
LUMO: 0.023 hartree
SMILES string: O=C(F)NN(F)F
Frontier orbital gap: 12.3 eV
Charge: 0

Here are the Mulliken charges for atoms 1 to 5, given in e: C 0.597; N -0.060; N 0.102; O -0.448; F -0.190

***

Model x:
Entry from the OMol25 dataset: CHF3N2O in the gas phase (ωB97M-V/def2-TZVPD).

CARTESIAN COORDINATES (ANGSTROEM)
C: -1.3316 -0.4741 0.1352
N: -0.1235 0.1887 -0.1693
N: 1.5964 0.4936 -0.1414
O: -1.5741 -1.5124 0.5883
F: -2.2620 0.4875 -0.1253
F: 1.9540 0.3794 1.1199
F: 2.1982 -0.5291 -0.8485
H: -0.4575 0.9665 -0.5589

Summary:
LUMO: -0.037 hartree
SMILES string: O=C(F)NN(F)F
Frontier orbital gap: 10.3 eV
Charge: 0

Here are the Mulliken charges for atoms 1 to 5, given in e: C 0.490; N -0.232; N 0.290; O -0.416; F -0.204

***

Stability, highest: model w